Formula: C4H3N
Source: the OMol25 dataset
Level of theory: ωB97M-V with the def2-TZVPD basis set

ORCA input file:
```
! wB97M-V def2-TZVPD RIJCOSX def2/J DEFGRID3
* xyz 0 1
C 0.37653 0.59367 1.45360
C -0.27338 -0.00434 0.50233
C -0.85522 -0.41099 -0.60113
C -0.18500 -1.31040 -1.49491
N 0.36454 -2.04039 -2.20640
H 0.45929 0.28130 2.48966
H 0.87268 1.50182 1.12777
H -1.83467 -0.03170 -0.87728
*
```

Values from the calculation:
Calculated total energy: -5684.360 eV
F_max: 1.1 eV Å⁻¹
Gap between HOMO and LUMO: 0.399 Ha
E_HOMO: -10.3 eV
E_LUMO: 0.5 eV

Atomic partial charges in e from the Mulliken method, atoms 1 to 2:
1. C -0.56
2. C 0.20